No. 1
{"formula": "C4H6OS", "method": "wB97M-V/def2-TZVPD", "symbols": ["S", "O", "C", "C", "C", "C", "H", "H", "H", "H", "H", "H"], "positions_angstrom": [[-2.1355, -0.0113, -0.2955], [-3.2149, 0.1122, 0.6639], [0.2247, -0.2040, 0.0863], [-0.4951, 1.0432, 0.0245], [1.6756, -0.2133, -0.1393], [-0.7875, -1.1301, 0.2200], [2.0008, 0.7443, -0.3346], [-0.8704, -2.1957, 0.2962], [1.9561, -0.8451, -1.0615], [-0.2049, 1.5550, -0.9221], [-0.3921, 1.7510, 0.8689], [2.2430, -0.6061, 0.5933]], "forces_ev_per_angstrom": [[2.6390, 0.0529, 0.4053], [-0.9103, 0.2396, 0.7423], [-1.6471, -2.4510, 0.8226], [-0.9649, 1.4979, -1.5290], [-1.1320, -2.1223, -3.6980], [0.8051, 1.7782, -0.6380], [0.7748, 2.1815, -0.3867], [0.2419, -0.3602, -0.0475], [-0.5561, 0.8672, 1.1657], [-0.3313, 0.2668, 0.5708], [-0.6393, -0.5896, -0.2722], [1.7201, -1.3608, 2.8645]], "lumo_ev": 0.74, "orbital_gap_ev": 9.74, "total_energy_ev": -17125.214, "multiplicity": 1, "e_above_lowest_ev": 2.916}


No. 2
{"formula": "C2H2NO3S2", "method": "wB97M-V/def2-TZVPD", "symbols": ["S", "S", "O", "O", "O", "N", "C", "C", "H", "H"], "positions_angstrom": [[0.7211, -1.2598, -0.6692], [0.5714, -0.8218, 1.6758], [-2.3273, 0.9639, 0.0930], [1.9556, -1.0050, -1.4054], [1.6572, 0.0136, 2.2851], [-0.6698, 0.0707, 1.4804], [-1.2423, 0.4270, 0.3071], [-0.2744, 0.2095, -0.9726], [0.2972, 1.0876, -0.8189], [-0.6886, 0.3145, -1.9752]], "forces_ev_per_angstrom": [[-2.1444, 0.4204, 0.1386], [2.2217, 0.3223, 0.7109], [0.5991, -0.3610, 0.8288], [2.4817, 0.0110, -0.7218], [-0.5650, -0.9547, -0.8751], [-2.6440, 1.0119, -0.5557], [0.2439, -0.2161, -1.8349], [-1.1602, -0.4233, 2.0689], [1.4859, 0.7465, -0.1031], [-0.5187, -0.5571, 0.3434]], "lumo_ev": 3.48, "orbital_gap_ev": 7.46, "total_energy_ev": -31409.500, "multiplicity": 1, "e_above_lowest_ev": 1.664, "total_charge": -1}


No. 3
{"formula": "C6H12N2O", "method": "wB97M-V/def2-TZVPD", "symbols": ["O", "N", "N", "C", "C", "C", "C", "C", "C", "H", "H", "H", "H", "H", "H", "H", "H", "H", "H", "H", "H"], "positions_angstrom": [[-1.6473, 0.3188, 0.0454], [0.2546, -1.5348, 0.1139], [-2.0623, -0.9428, 0.1165], [-1.1350, -1.7619, 0.0828], [2.3495, 1.1855, -0.0076], [1.8325, -0.2604, -0.0020], [0.7628, -0.8355, -0.9725], [0.7510, -0.5546, 1.1039], [-2.7918, 1.2521, -0.0564], [0.1470, 0.0051, -1.3591], [0.7643, -1.0188, 2.1950], [3.1405, 1.0721, 0.8633], [-2.9114, 1.4720, -1.3421], [1.0280, -1.5305, -1.7956], [-2.1219, 2.2377, 0.6455], [2.5743, -1.0900, -0.1002], [2.9754, 1.5913, -0.8876], [-1.5656, -2.8516, -0.2587], [-3.9521, 0.8013, 0.4783], [1.4471, 1.9903, 0.1168], [0.1604, 0.4548, 1.0202]], "forces_ev_per_angstrom": [[-1.8541, 2.6282, 0.5374], [-2.9010, -1.0145, 2.3339], [-2.3681, -0.0915, -0.6678], [0.1299, -5.0707, -1.3359], [0.8986, 0.8819, 0.5143], [0.8264, -0.6901, -0.6658], [1.2442, 1.7282, -2.4684], [-0.6341, 0.7009, 0.3324], [0.6884, 1.2576, 0.0644], [0.0145, -0.5610, 0.1029], [0.6939, 1.2977, -2.2394], [-1.7679, 1.3043, -1.2663], [0.0612, -0.3066, 4.1651], [0.3093, 0.7259, 0.1787], [-3.0599, -2.5796, -2.5056], [0.2555, 1.1420, 0.8203], [-1.0969, -1.1510, 1.0264], [1.3986, 2.4105, 1.5293], [4.1116, 1.4637, -1.6588], [2.3383, -2.0205, 0.2180], [0.7117, -2.0554, 0.9851]], "lumo_ev": 0.79, "orbital_gap_ev": 9.66, "total_energy_ev": -11436.456, "multiplicity": 1, "e_above_lowest_ev": 8.215}


No. 4
{"formula": "C2H2N2OS", "method": "wB97M-V/def2-TZVPD", "symbols": ["S", "O", "N", "N", "C", "C", "H", "H"], "positions_angstrom": [[1.1006, 0.5332, 1.3471], [-1.7150, -0.1380, -1.4308], [-0.1431, 0.6780, 0.0426], [0.9547, -2.2110, -0.3861], [0.4575, -1.3172, -0.9270], [-0.6724, -0.2750, -0.9352], [-0.9198, 1.0829, 0.4825], [0.9375, 1.6472, 1.8069]], "forces_ev_per_angstrom": [[0.1867, -5.1487, -2.7718], [-1.5155, -0.5628, -1.3548], [-0.0146, -0.6150, -0.4883], [0.2246, 0.5925, -0.7395], [-1.8360, -0.9008, -0.0702], [5.2354, 1.2867, 3.7657], [-1.4025, 1.0081, 0.4053], [-0.8780, 4.3399, 1.2537]], "lumo_ev": -0.07, "orbital_gap_ev": 9.56, "total_energy_ev": -17966.780, "multiplicity": 1, "e_above_lowest_ev": 2.196}


No. 5
{"formula": "BrNO", "method": "wB97M-V/def2-TZVPD", "symbols": ["Br", "O", "N"], "positions_angstrom": [[1.1234, 1.5511, 0.6020], [-0.1199, -0.9526, -0.0599], [-0.1541, 0.3767, -0.0861]], "forces_ev_per_angstrom": [[0.9580, -0.5416, 0.5233], [1.1367, 8.9575, 0.5658], [-2.0947, -8.4158, -1.0891]], "lumo_ev": -1.85, "orbital_gap_ev": 8.55, "total_energy_ev": -73576.217, "multiplicity": 1, "e_above_lowest_ev": 1.133}


No. 6
{"formula": "C6H8Cl4Si", "method": "wB97M-V/def2-TZVPD", "symbols": ["Cl", "Cl", "Cl", "Cl", "Si", "C", "C", "C", "C", "C", "C", "H", "H", "H", "H", "H", "H", "H", "H"], "positions_angstrom": [[-4.2541, 0.2104, 0.4833], [-1.2336, 1.0439, 1.3061], [1.2350, -3.6442, -0.3420], [-2.2620, 1.0291, -1.8425], [-2.3874, 0.1653, -0.0317], [-0.4404, -3.6344, 0.4531], [-0.8363, -2.1994, 0.5018], [-1.8788, -1.6300, -0.0659], [2.0544, 3.8942, 0.6780], [2.4092, 2.1145, -1.1911], [2.1017, 2.9690, -0.2418], [2.7507, 1.0318, -0.8759], [2.2657, 2.2164, -2.3060], [3.0131, 4.4296, 0.8250], [-2.4508, -2.3977, -0.6511], [-0.9967, -4.1605, -0.2557], [-0.2004, -3.9669, 1.3733], [1.1100, 4.0327, 1.1358], [0.0007, -1.5036, 1.0473]], "forces_ev_per_angstrom": [[-2.5131, 0.2576, 0.7413], [0.8280, 0.8269, 0.8669], [0.5837, -0.1433, -0.3633], [0.2166, 0.4084, -0.5842], [1.3748, -2.3447, -1.0263], [0.4289, 4.1924, -2.2876], [10.3956, -2.9093, 6.3596], [-8.1062, 3.5261, -4.9790], [1.0405, -0.6313, -1.0750], [0.0306, -2.3548, 0.0283], [0.9714, -0.2882, -1.1961], [-0.6698, 2.2683, -0.5686], [0.0932, 0.3286, 1.5441], [-1.0715, -0.0312, 0.3896], [-0.0279, 1.2544, 0.0988], [-1.2770, -1.3610, -0.3102], [0.2454, -1.8552, 2.8558], [-0.4311, 0.6787, 0.8843], [-2.1121, -1.8226, -1.3786]], "lumo_ev": [0.53, -3.34], "orbital_gap_ev": [6.70, 6.52], "total_energy_ev": -64315.857, "multiplicity": 3, "s_squared": 2.01}


Computed max |F|, in the same sequence as the records: 4.4; 2.9; 5.2; 6.6; 9.0; 12.5 eV/A.